No. 1
ORCA calculation (ωB97M-V/def2-TZVPD) on C30H21F15GeN2O12SSeV as an isolated structure at a distorted geometry.

Summary:
Spin multiplicity ... 4
Energy relative to the best compared isomer or geometry (same formula, charge and spin) ... 0.000 eV
<S²> ... 3.76
E_tot ... -258149.88612 eV
Kohn-Sham gap (spin up / spin down) ... 5.0 / 7.0 eV
Total charge ... -2

The geometry in XYZ format:
```
84
Properties=species:S:1:pos:R:3:forces:R:3:mulliken_spin:R:1
V -0.937 2.817 1.650 -0.3090 0.6963 0.4582 2.8544
C 3.492 4.164 -0.752 -0.0639 -0.0910 -0.0416 0.0002
N 2.411 3.200 -0.664 0.2614 0.0829 -0.1871 0.0156
C 2.037 2.497 -1.892 0.0511 0.1398 0.0333 0.0021
C 1.509 3.240 0.333 -0.1011 -0.2065 0.0896 0.0283
O 0.423 2.682 0.225 1.0465 -0.0529 -1.0648 -0.0613
C 1.858 3.980 1.615 -0.3419 0.0286 0.2981 0.0178
O 0.929 3.666 2.666 0.2629 -0.2725 -0.3049 0.0198
C 1.349 2.703 3.624 -0.1068 0.2056 -0.1969 0.0218
C 0.881 1.307 3.242 0.2222 0.1610 -0.0877 0.0396
O -0.015 1.185 2.429 0.1687 -0.8106 0.0192 -0.0257
N 1.499 0.236 3.784 0.0437 -0.2973 0.2912 0.0089
C 2.149 0.363 5.079 0.0233 -0.0182 -0.0946 0.0011
C 0.959 -1.081 3.425 0.0198 0.0951 0.1552 0.0009
H 4.365 3.690 -1.200 0.0227 -0.0255 -0.0021 0.0007
H 3.210 5.022 -1.371 -0.0166 -0.0058 -0.0002 -0.0008
H 3.773 4.536 0.231 -0.0103 -0.0212 -0.0555 0.0008
H 2.952 2.207 -2.412 -0.0362 0.0284 0.0230 0.0000
H 1.469 1.605 -1.646 -0.0214 -0.0338 0.0712 0.0001
H 1.431 3.134 -2.544 0.0334 -0.0170 0.0319 -0.0004
H 2.876 3.765 1.936 0.0996 -0.0396 0.0744 -0.0030
H 1.723 5.048 1.444 -0.0194 0.1541 0.0160 -0.0024
H 2.431 2.736 3.742 0.1423 0.0370 0.0323 -0.0022
H 0.876 2.986 4.562 -0.0637 0.0433 0.1078 -0.0019
H 2.894 1.160 5.077 -0.0363 -0.0189 -0.0183 0.0008
H 1.436 0.559 5.888 -0.0174 -0.0308 -0.0142 -0.0007
H 2.664 -0.569 5.299 0.0324 -0.0151 -0.0029 0.0001
H 0.813 -1.147 2.351 0.0147 0.0761 -0.0787 -0.0013
H 1.681 -1.837 3.731 -0.0118 0.0125 0.0092 0.0001
H -0.002 -1.262 3.915 0.0036 0.0147 0.0315 0.0008
O -3.808 3.876 2.744 0.2395 -0.0618 0.2196 0.0308
C -3.027 2.959 3.062 0.0088 0.3978 0.7536 0.0039
O -1.813 3.126 3.470 -0.9725 -0.1523 0.0381 0.0088
C -3.612 1.549 3.143 0.1237 -0.1756 -0.3146 -0.0011
O -2.665 0.512 3.001 0.1139 -0.0737 0.0099 0.0020
C -2.681 -0.212 1.775 -0.0002 0.2074 0.2143 0.0106
C -2.608 0.598 0.476 0.0806 0.5209 -0.0088 0.0055
O -2.924 -0.004 -0.552 -0.1016 0.0347 0.0411 0.0058
O -2.241 1.819 0.556 -0.6391 -0.9138 -0.4625 0.0080
H -2.919 5.277 2.758 0.1550 0.0838 0.0359 -0.0004
H -4.418 1.473 2.413 -0.0554 -0.0185 -0.0750 -0.0023
H -4.040 1.459 4.145 -0.1003 0.0169 0.0794 -0.0010
H -3.567 -0.848 1.710 -0.1013 -0.0584 0.0375 -0.0006
H -1.797 -0.853 1.792 -0.0235 -0.0161 0.0086 -0.0031
F 2.879 -3.685 -1.451 -0.0302 0.1810 -0.0246 -0.0001
C 1.912 -4.521 -1.053 0.0165 -0.1775 -0.0444 0.0001
C 0.573 -4.218 -1.264 0.3083 0.2545 0.0888 -0.0002
C -0.311 -5.204 -0.886 -0.3287 -0.0676 0.0102 0.0002
F -1.636 -5.079 -1.090 0.2549 -0.3014 -0.0797 0.0000
C 0.085 -6.390 -0.287 -0.2418 0.0025 -0.0725 -0.0001
F -0.819 -7.310 0.084 -0.0463 -0.0353 -0.0028 0.0000
C 1.420 -6.638 -0.087 0.0113 -0.1641 0.0839 0.0000
F 1.817 -7.786 0.472 0.0496 -0.1390 0.0650 0.0000
C 2.347 -5.704 -0.486 0.0876 0.2000 -0.0687 0.0000
F 3.653 -5.962 -0.330 0.0952 0.0011 0.0217 0.0000
Ge 0.178 -2.296 -1.790 -0.0349 -0.3112 -0.1661 -0.0005
S 0.976 -1.002 -0.350 0.0157 0.0438 -0.0086 0.0033
C 1.072 -2.181 -3.599 -0.0794 0.0500 0.1152 -0.0001
C 1.627 -3.215 -4.327 0.0017 -0.0367 -0.0736 -0.0001
F 1.509 -4.502 -3.950 -0.0543 0.0106 0.1259 0.0000
C 2.320 -3.019 -5.510 -0.0390 -0.1854 0.0817 0.0000
F 2.841 -4.055 -6.183 0.0474 -0.0795 -0.0396 0.0000
C 2.467 -1.747 -6.005 0.1146 0.0304 -0.1780 -0.0001
F 3.137 -1.542 -7.143 0.0714 0.0224 -0.1416 0.0000
C 1.908 -0.686 -5.330 -0.0684 0.1397 0.0973 0.0000
F 2.032 0.549 -5.829 0.0031 0.1061 -0.0211 0.0000
C 1.222 -0.920 -4.154 -0.0128 0.0865 0.0056 0.0002
F 0.663 0.146 -3.577 -0.0167 -0.0382 0.0650 -0.0001
C -1.764 -2.312 -2.211 -0.0582 0.0082 0.1059 0.0004
C -2.638 -2.649 -1.186 0.3715 0.0362 -0.0625 0.0003
F -2.160 -2.919 0.034 0.0332 0.2242 0.0647 -0.0002
C -3.990 -2.795 -1.367 -0.1254 0.0038 0.1040 -0.0017
F -4.788 -3.180 -0.365 -0.0426 0.0306 0.0797 -0.0001
C -4.531 -2.528 -2.603 -0.1566 -0.0180 -0.0659 0.0006
F -5.847 -2.654 -2.800 -0.1081 0.0115 -0.0274 0.0000
C -3.713 -2.142 -3.640 -0.0278 0.0215 -0.0382 -0.0001
F -4.247 -1.888 -4.844 -0.0329 0.0271 -0.1153 0.0000
C -2.351 -2.044 -3.434 0.0649 -0.0107 0.0710 0.0004
F -1.629 -1.686 -4.513 0.1474 -0.0086 0.0499 0.0000
O -2.315 6.097 2.770 -0.0730 -0.1365 -0.1974 0.0045
Se -1.410 6.106 1.296 0.1009 0.1712 -0.3591 0.0076
O -2.086 7.195 0.309 0.2025 -0.3988 0.3139 -0.0003
O -1.542 4.562 0.714 0.0183 1.0150 0.1182 0.0043
O 0.127 6.479 1.702 -0.4594 -0.1790 -0.0504 0.0005
```
Forces are in eV/Å.

---

No. 2
ORCA calculation (ωB97M-V/def2-TZVPD) on C19H11ClIN4OPtS4Sb as an isolated structure at a distorted geometry.

Summary:
Energy relative to the best compared isomer or geometry (same formula, charge and spin) ... 0.000 eV
E_tot ... -101643.30802 eV
Kohn-Sham gap ... 5.3 eV
Total charge ... -2

The geometry in XYZ format:
```
43
Properties=species:S:1:pos:R:3:forces:R:3:nbo_charge:R:1
Pt 0.207 0.309 -2.717 0.3956 0.2177 -1.4616 0.6549
S 3.449 4.016 -4.271 -0.0085 -0.1035 0.1364 -0.9011
Sb 2.363 2.895 -2.607 -0.2629 -0.0047 -0.2144 1.4029
S 2.524 0.485 -2.728 -0.2311 0.2418 0.0888 -0.7250
S 0.004 2.583 -2.971 0.3684 0.0842 0.2678 -0.6697
S 2.699 3.709 -0.482 0.1006 -0.0012 0.0949 -0.9738
Cl -3.285 -5.657 -2.728 0.0215 0.0020 0.0192 -0.0653
C -2.839 -3.959 -2.746 -0.1163 -0.1005 0.0018 -0.1242
C -3.834 -3.015 -2.739 0.2029 0.0454 -0.0249 -0.2188
C -3.512 -1.659 -2.766 -0.1147 0.1169 0.0258 -0.2943
I -5.027 -0.221 -2.717 0.0588 -0.1126 -0.0196 0.1085
C -2.189 -1.186 -2.803 -0.1573 0.1249 -0.0188 0.4276
O -1.883 0.049 -2.832 0.0254 -0.3107 0.1195 -0.6828
C -1.165 -2.211 -2.795 -0.0936 -0.2573 -0.0145 0.0480
N 0.127 -1.765 -2.800 -0.3871 0.0178 0.4907 -0.4024
C 1.107 -2.633 -2.743 0.3235 0.1131 -0.0776 0.0444
C 0.879 -4.017 -2.702 0.0019 -0.1324 -0.0477 -0.2490
C -0.396 -4.501 -2.720 0.0014 0.0501 0.0468 -0.1949
C -1.477 -3.591 -2.761 -0.0280 0.1247 -0.0256 -0.0245
H -4.868 -3.328 -2.709 -0.0133 0.0156 -0.0115 0.2258
H 2.107 -2.215 -2.728 -0.0104 -0.0008 0.0126 0.2323
H 1.722 -4.694 -2.654 0.0369 0.0501 -0.0048 0.2112
H -0.593 -5.563 -2.680 -0.0137 0.0006 -0.0219 0.2181
N 1.697 5.264 6.945 0.0085 0.0472 0.0451 -0.3664
C 1.490 4.533 6.081 -0.0123 -0.0549 -0.0707 0.3079
C 1.224 3.597 5.025 -0.0162 -0.1115 -0.0770 -0.2315
C 1.360 3.956 3.684 0.0314 0.1069 0.0433 -0.1242
C 1.100 3.048 2.678 0.0048 0.0556 -0.1117 -0.2563
C 0.688 1.753 2.996 0.0075 0.0579 0.0470 0.2926
C 0.562 1.388 4.336 -0.0257 -0.0705 0.0570 -0.2662
C 0.829 2.299 5.338 0.0043 0.0247 0.1152 -0.1561
N 0.402 0.835 1.977 -0.0128 0.0003 0.0515 -0.4014
C 0.030 -0.498 2.109 0.0388 -0.0967 -0.0888 -0.1231
C -0.141 -0.957 0.842 0.0572 0.2119 0.1394 -0.0734
N 0.103 0.049 -0.067 -0.2946 -0.5178 0.6127 -0.4654
C 0.419 1.095 0.625 0.0367 0.1539 -0.1354 0.2112
H 1.679 4.958 3.427 0.0079 -0.0298 -0.0423 0.2298
H 1.251 3.347 1.644 0.0330 -0.0122 0.0229 0.2871
H 0.254 0.388 4.606 -0.0087 0.0089 -0.0168 0.2109
H 0.732 2.009 6.376 -0.0159 -0.0238 -0.0121 0.2133
H -0.065 -0.998 3.056 0.0193 0.0675 0.0163 0.2003
H -0.423 -1.951 0.526 -0.0075 0.0261 0.0010 0.2016
H 0.690 2.053 0.195 0.0443 -0.0251 0.0420 0.2615
```
Forces are in eV/Å.

---

No. 3
ORCA calculation (ωB97M-V/def2-TZVPD) on a 2-piece molecular cluster, C20H36O4 overall at a distorted geometry.

Summary:
Spin multiplicity ... 3
<S²> ... 2.01
E_tot ... -29509.81765 eV
Kohn-Sham gap (spin up / spin down) ... 9.7 / 9.0 eV

The geometry in XYZ format:
```
60
Properties=species:S:1:pos:R:3:forces:R:3:nbo_charge:R:1
O 5.096 0.861 -3.142 2.4296 -5.3028 4.0893 -0.0027
O 4.709 1.703 -3.790 -2.4492 5.3078 -4.0767 0.0064
H 2.903 0.227 -1.451 0.0025 -0.0071 0.1646 0.2152
C 1.939 0.267 -0.932 0.3941 -0.0634 0.1431 -0.4697
C 1.827 1.560 -0.198 0.5685 -0.1608 0.0660 -0.1828
C 2.871 2.283 0.169 -0.4092 0.1869 -0.1681 -0.1629
C 2.727 3.616 0.816 -0.0193 0.2887 0.4461 -0.4335
C 2.676 4.753 -0.209 0.0497 0.2192 -0.0346 -0.3792
C 2.507 6.136 0.425 0.0507 -0.0325 -0.0519 -0.3903
C 2.461 7.276 -0.597 0.0331 -0.2501 -0.1120 -0.3900
C 2.299 8.643 0.051 -0.0127 0.1039 0.0090 -0.6018
C 0.849 0.071 -1.926 0.1349 -0.4720 -0.1999 -0.1881
C 0.757 -1.007 -2.686 -0.1175 0.3397 0.1986 -0.1689
C -0.396 -1.235 -3.601 -0.3118 -0.2154 -0.6009 -0.4409
C -1.732 -1.262 -2.848 -0.1504 -0.0215 0.0821 -0.3780
C -1.761 -2.337 -1.760 -0.0064 0.0080 0.0456 -0.3967
C -3.049 -2.339 -0.936 0.0541 -0.0346 -0.0311 -0.3864
C -3.065 -3.420 0.143 -0.0107 -0.0223 -0.0588 -0.3931
C -4.344 -3.426 0.977 0.0229 0.4481 -0.0732 -0.3801
C -4.320 -4.501 2.055 -0.1369 -1.0290 -0.3974 -0.4997
C -3.127 -4.350 2.954 -0.5520 0.6319 0.0750 0.7990
O -3.010 -3.364 3.652 0.4855 -0.8471 -0.2198 -0.6018
O -2.228 -5.371 2.879 -1.2413 0.6665 -0.3053 -0.5043
C -1.137 -5.127 3.730 1.0994 0.4173 0.9877 -0.0770
C -0.159 -6.283 3.691 -0.3227 -0.2142 -0.3458 -0.6263
H 1.941 -0.567 -0.219 -0.0650 0.0496 -0.0336 0.2189
H 0.838 1.913 0.045 -0.3840 0.0591 0.1127 0.1883
H 3.860 1.944 -0.094 0.3550 -0.0698 -0.0732 0.1888
H 1.812 3.624 1.420 -0.0028 0.0624 -0.1157 0.2019
H 3.544 3.783 1.527 -0.0020 0.0869 -0.1271 0.2040
H 3.590 4.734 -0.816 -0.0057 0.0319 0.0633 0.1942
H 1.857 4.568 -0.915 0.0212 -0.0293 0.1313 0.1978
H 1.593 6.153 1.031 -0.0037 -0.0181 -0.0785 0.1925
H 3.327 6.314 1.132 0.0147 0.0090 -0.0657 0.1920
H 3.375 7.253 -1.205 -0.0449 0.0229 0.1232 0.1936
H 1.642 7.094 -1.306 0.0270 0.0286 0.1313 0.1938
H 2.270 9.448 -0.686 0.0046 -0.0636 -0.0109 0.2087
H 1.376 8.697 0.631 -0.0197 -0.0288 0.0033 0.2009
H 3.123 8.856 0.734 0.0238 -0.0280 0.0044 0.2007
H 0.096 0.837 -2.007 -0.2482 0.3082 0.0038 0.1898
H 1.508 -1.772 -2.589 0.2351 -0.2785 -0.0122 0.1923
H -0.403 -0.452 -4.369 -0.1492 -0.0657 0.0679 0.2160
H -0.260 -2.179 -4.144 -0.0796 0.0885 0.0984 0.2038
H -1.912 -0.283 -2.388 0.0904 -0.0712 -0.0003 0.1939
H -2.567 -1.410 -3.544 0.1386 -0.0811 0.0062 0.2007
H -1.609 -3.322 -2.217 -0.0981 0.0099 -0.0299 0.1917
H -0.904 -2.195 -1.090 -0.1257 0.0511 -0.0375 0.2036
H -3.188 -1.355 -0.472 0.0611 -0.0578 0.0100 0.1964
H -3.909 -2.474 -1.603 0.0108 -0.0491 0.0082 0.1923
H -2.927 -4.406 -0.316 -0.0448 0.0310 -0.0490 0.1952
H -2.202 -3.289 0.809 -0.0287 0.1041 -0.0575 0.1959
H -4.471 -2.446 1.452 0.0649 -0.0802 0.0097 0.2120
H -5.217 -3.554 0.324 0.1233 -0.1413 0.1253 0.2056
H -5.230 -4.489 2.661 0.1713 0.1924 0.0569 0.2371
H -4.276 -5.491 1.593 -0.0063 0.0367 -0.0681 0.2155
H -0.678 -4.183 3.406 0.1148 -0.2062 0.1992 0.1842
H -1.542 -4.957 4.736 0.3296 -0.0557 -0.1043 0.1880
H 0.703 -6.126 4.342 -0.1476 0.1732 0.0045 0.2200
H -0.655 -7.205 3.996 0.0297 0.0089 0.0546 0.2118
H 0.204 -6.434 2.673 0.0550 0.0247 0.0177 0.2115
```
Forces are in eV/Å.